81
Properties=species:S:1:pos:R:3:forces:R:3 method="wB97M-V/def2-TZVPD" spin_multiplicity=1 homo_energy_ev="-9.17 / -9.16" charge=+1 relative_energy_kj_mol=979.21 orbital_gap_ev="3.74 / 3.73"
Al -1.55865 1.31340 -1.41079 3.30 1.35 2.81
C -0.38152 -2.60144 2.22307 0.36 -0.06 -0.12
C 0.97777 -2.94240 1.98025 -0.25 -0.15 0.19
C 0.93174 -1.24057 3.53263 0.19 0.38 0.03
C -0.40947 -1.54577 3.16571 -0.21 -0.26 0.23
C 1.78591 -2.09547 2.79007 0.40 -0.35 -0.02
C -1.58118 -3.25609 1.65890 -0.16 -0.15 -0.28
H -1.33883 -3.83775 0.76601 -0.08 0.03 0.25
H -2.33459 -2.50601 1.39287 0.05 -0.09 0.07
H -2.05281 -3.93552 2.38243 0.12 0.15 -0.04
C -1.63814 -0.99390 3.74510 -0.37 0.59 0.05
H -2.40422 -0.86056 2.97344 0.08 -0.08 0.08
H -1.45423 -0.01735 4.19547 0.02 -0.12 0.02
H -2.06525 -1.65255 4.51458 0.16 -0.07 -0.13
C 1.41363 -0.25011 4.50689 -0.24 0.44 0.20
H 1.75201 -0.73389 5.43570 0.04 0.01 -0.20
H 0.62689 0.47147 4.75117 0.24 -0.20 -0.01
H 2.25614 0.31719 4.08602 -0.10 -0.20 0.14
C 3.25346 -2.18847 2.98191 0.27 0.09 -0.18
H 3.47869 -2.78312 3.88504 -0.07 0.14 -0.25
H 3.70005 -1.19419 3.13971 -0.17 -0.33 -0.05
H 3.75120 -2.66471 2.12595 -0.13 0.13 0.30
C 1.46945 -4.08221 1.17875 0.13 -0.12 -0.41
H 1.55743 -4.97706 1.81224 0.01 0.14 -0.09
H 2.46044 -3.88050 0.75089 -0.24 -0.06 0.14
H 0.78626 -4.32882 0.35943 0.11 0.00 0.16
C -1.73416 0.92049 -3.29626 -0.93 0.22 0.49
C -1.98614 -0.59068 -3.30879 -1.42 -0.81 -1.69
C -1.19751 -1.48499 -4.35080 -0.92 -0.17 0.67
C 0.25746 -1.14593 -4.60334 0.00 -0.05 -0.19
C 1.00138 -0.35963 -3.56762 1.36 0.33 -0.84
C 1.27101 0.94928 -3.72421 0.72 -0.83 -0.57
C 0.40082 1.93341 -4.43553 0.31 0.12 -0.67
C -1.06044 1.48349 -4.53003 -0.32 1.24 -0.46
H -1.71537 -1.52350 -5.32389 -0.07 0.21 0.49
H 0.33655 -0.60251 -5.55307 0.07 -0.24 0.21
H -1.25734 -2.51149 -3.96659 -0.15 0.11 -0.13
H -1.14508 0.78384 -5.35906 -0.23 -0.07 0.05
H -2.68417 1.46609 -3.11641 -0.85 -0.45 -1.45
H -3.05516 -0.70772 -3.62132 0.64 -0.32 0.16
H -1.67029 2.34589 -4.83881 0.36 -0.07 -0.15
H 0.45885 2.91022 -3.93462 0.15 -0.42 -0.17
H 2.25095 1.33168 -3.41830 -0.61 0.01 0.69
H 0.83039 2.14400 -5.43349 -0.33 -0.23 0.08
H 0.81730 -2.08606 -4.74210 -0.16 0.29 -0.09
H 1.61045 -0.94276 -2.87152 0.22 0.20 -0.26
P -1.96589 -1.22677 -1.58762 0.92 2.88 -1.71
P 1.74602 1.14022 0.52596 -0.59 0.46 -0.15
C 0.27758 1.94464 -1.50312 -2.10 -0.33 -0.44
C 1.58346 2.26651 -0.94165 -0.19 -0.45 0.75
H -0.02844 2.74057 -2.21667 0.13 -1.04 -0.15
H 0.22598 0.88588 -1.89077 1.06 1.61 -0.36
H 2.37209 2.06856 -1.69735 0.10 0.37 0.65
H 1.58414 3.32516 -0.65135 0.34 -0.27 0.17
C 2.73025 2.33731 1.46902 0.51 -0.24 0.27
H 3.37090 1.77974 2.16171 0.08 0.49 0.13
H 2.01555 2.96991 2.01565 0.39 -0.10 -0.07
H 3.30716 2.93036 0.74385 0.11 -0.08 0.64
C 2.94583 -0.07940 -0.10051 0.34 -0.11 0.04
H 3.36343 0.23099 -1.06136 0.23 -0.22 0.14
H 2.42547 -1.03781 -0.20719 0.19 0.04 -0.10
H 3.72257 -0.18773 0.66048 0.21 -0.18 -0.24
C -3.55500 -0.33306 -0.97887 0.01 -1.04 1.02
H -3.91985 -0.97971 -0.16298 -0.22 0.94 0.02
H -4.30281 -0.31912 -1.78093 0.36 -0.23 0.05
H -3.38545 0.74265 -0.62497 -0.50 -1.46 0.07
C -0.59146 -2.46284 -1.41689 -0.73 -1.66 1.42
H -0.03713 -2.22672 -0.51219 -0.01 -0.05 0.09
H 0.14449 -2.46628 -2.23387 -0.84 0.67 -0.08
H -1.01612 -3.48669 -1.34315 0.48 0.51 -0.05
O -2.02762 2.49736 0.09286 -0.57 -0.25 0.99
C -1.67486 2.76909 1.32514 0.20 -0.27 -0.07
C -1.97693 4.12315 1.99839 -0.17 0.35 -0.52
C -1.62167 3.91061 3.44464 0.32 -0.41 0.62
C -1.02216 2.50618 3.43709 -0.06 0.08 0.41
O -0.64360 1.96184 4.47529 -0.30 0.31 -1.40
N -1.02931 1.95047 2.14371 -0.72 -0.13 0.20
H -1.34925 4.92585 1.60422 -0.16 -0.18 -0.48
H -3.01696 4.41711 1.89734 -0.10 0.00 -0.39
H -0.87470 4.60779 3.86247 -0.33 -0.24 -0.27
H -2.48735 3.92746 4.12594 0.30 -0.06 -0.25

14
Properties=species:S:1:pos:R:3:forces:R:3 method="wB97M-V/def2-TZVPD" spin_multiplicity=1 homo_energy_ev=-9.53 relative_energy_kj_mol=260.98 orbital_gap_ev=8.65
H -2.19469 2.25462 -0.24422 0.00 -0.11 -0.15
N -1.85525 1.43788 0.26400 0.08 0.12 -0.29
C -1.06523 0.70101 -0.36279 -0.17 -1.49 4.69
O -0.55222 0.75592 -1.54114 2.29 -2.71 -1.42
C 0.29042 -0.55017 -1.50627 -0.60 1.28 -4.90
O -0.12476 -1.55745 -2.00340 0.37 1.41 1.65
O 1.57132 -0.15734 -1.41845 -0.54 -0.22 0.32
C -0.43440 -0.56215 0.70633 -2.75 1.55 0.25
C 0.65046 -0.08317 1.63427 0.45 -0.12 -0.34
O -1.11968 -1.53309 0.89802 0.96 0.44 -0.38
H 2.06530 -0.75732 -2.00799 0.00 -0.06 0.53
H 0.28305 -0.09763 2.66142 -0.04 -0.08 -0.13
H 1.49682 -0.76962 1.54794 -0.01 0.04 0.15
H 0.98884 0.91852 1.37228 -0.05 -0.06 0.03

18
Properties=species:S:1:pos:R:3:forces:R:3 method="wB97M-V/def2-TZVPD" spin_multiplicity=1 homo_energy_ev=-14.44 charge=+1 relative_energy_kj_mol=158.32 orbital_gap_ev=11.39
C -2.13404 1.12619 0.58522 -0.32 -1.83 -0.77
N -1.16265 0.18650 1.21962 0.30 0.79 -0.40
H -2.89828 1.40369 1.29547 -0.20 0.44 -0.03
H -1.66402 1.98200 0.07705 0.07 -0.34 0.62
H -2.57693 0.49951 -0.20370 -0.34 0.61 0.13
H -1.53646 -0.67596 1.60339 -0.63 0.48 0.19
H -0.70387 0.71758 1.95515 0.19 -0.55 0.18
H -0.07953 -0.40582 0.27092 1.94 1.58 1.46
C 1.28963 -1.70772 -0.67374 0.75 0.63 1.16
N 1.04802 -0.35198 -0.04820 -1.18 -0.30 -2.62
C 1.10079 0.73726 -1.12041 -0.87 -1.25 0.54
H 0.36807 -2.11433 -1.05719 -0.31 0.22 -0.39
H 2.03612 -1.54407 -1.44224 0.11 -0.66 -0.09
H 1.60405 -2.38578 0.12709 0.27 0.12 -0.37
H 1.78243 -0.04220 0.58145 -0.41 -0.75 0.72
H 1.95636 0.51601 -1.74842 0.21 0.64 0.04
H 1.03749 1.69537 -0.62826 0.58 0.30 -0.01
H 0.19823 0.65057 -1.70652 -0.19 -0.14 -0.36

43
Properties=species:S:1:pos:R:3:forces:R:3 method="wB97M-V/def2-TZVPD" spin_multiplicity=1 homo_energy_ev=-11.19 charge=+1 orbital_gap_ev=5.44
C 0.22652 3.18501 -1.96923 -0.38 0.60 1.61
C 0.18000 1.76277 -1.15212 -0.32 1.90 -0.22
I 2.08356 1.77744 -0.00365 -0.90 -0.31 -0.46
C 0.07762 0.45433 -2.05987 3.58 2.34 0.09
I 0.48580 0.98385 -4.17907 -0.39 -0.53 0.72
N -1.15036 -0.47747 -1.85743 0.65 0.31 1.71
N -0.97615 -1.47316 -2.80569 -0.20 -2.43 -0.61
C 0.15426 -2.37319 -2.81492 2.83 -7.52 0.99
O -0.03589 -3.59572 -2.54339 0.38 6.43 -1.41
F 1.50506 -2.11070 -3.23580 -4.25 1.09 1.15
C -2.09071 -2.24783 -3.34112 -3.38 -2.17 -7.59
O -2.18315 -2.28491 -4.60409 0.94 0.28 6.75
F -3.08393 -3.00342 -2.67055 3.20 2.53 -0.06
C -1.20547 -0.98816 -0.42867 2.19 -4.74 4.40
F -1.54984 -2.39904 -0.32950 0.64 3.85 -1.63
F 0.10519 -1.03163 0.19556 -3.16 0.99 -2.67
C -2.17968 -0.41924 0.67499 -2.95 -0.53 6.49
F -2.55477 0.90592 0.78570 1.14 -2.71 -1.45
F -1.54519 -0.70230 1.95612 -1.09 0.80 -3.78
F -3.38260 -1.21412 0.81164 3.24 2.44 -1.47
P -2.66117 0.41898 -2.37003 -7.59 5.45 -6.73
O -2.82294 0.62015 -3.89186 1.79 -1.93 4.24
O -4.10324 -0.30986 -1.86002 3.02 0.71 0.34
O -2.75957 2.03880 -1.83905 0.51 -3.29 0.77
H 1.23947 3.38488 -2.45725 -1.63 -0.54 0.47
H 0.12622 3.98608 -1.13042 0.20 -1.35 -1.41
H -0.68132 3.34080 -2.64598 1.46 -0.44 0.76
H -0.61464 1.92640 -0.35417 0.85 -0.74 -1.14
H 1.08879 -0.07141 -1.82670 -2.38 -0.12 -0.25
H -4.75746 -0.37727 -2.60705 1.12 0.03 0.34
H -3.72676 2.27390 -1.83410 0.92 -0.41 0.12
C 2.88983 1.33690 4.32441 0.21 -0.37 0.03
O 3.79768 2.13902 4.21154 -0.13 -0.38 -0.08
N 3.03424 -0.02082 4.36301 -0.38 0.76 -0.06
C 1.90004 -0.91118 4.49929 0.30 0.00 0.01
C 4.36510 -0.58884 4.26475 0.13 0.27 0.01
H 1.83944 1.66195 4.40684 -0.07 -0.10 0.03
H 2.02171 -1.50606 5.40804 -0.20 -0.08 -0.09
H 1.86152 -1.57412 3.63052 -0.16 -0.10 0.10
H 0.96635 -0.34915 4.56216 0.14 0.02 0.01
H 4.97719 -0.21108 5.08738 0.09 -0.11 -0.14
H 4.81801 -0.27846 3.31958 0.13 -0.09 0.12
H 4.32126 -1.67805 4.31024 -0.10 0.15 0.01